1.
DFT (the ωB97M-V functional and the def2-TZVPD basis) results for a 2-piece molecular cluster, C29H24O2 overall in a non-equilibrium geometry.

Frontier orbital gap in hartree: 0.229
Multiplicity: 1
Relative energy (zero: lowest compared OMol25 entry of this formula, charge and spin) in kJ/mol: 23.7
Net charge: 0
Electronic energy in eV: -34555.651
HOMO energy in eV: -7.8

The geometry in XYZ format:
```
55
C29H24O2 the ωB97M-V functional and the def2-TZVPD basis
C 5.626 -0.683 2.321
C 4.421 -0.635 3.033
C 3.312 -1.377 2.603
C 3.381 -2.134 1.431
C 2.216 -2.929 0.849
C 0.886 -2.481 1.176
C -0.198 -3.425 1.120
C -1.406 -3.160 2.018
C -1.327 -2.487 3.241
C -2.477 -2.309 4.030
C -3.710 -2.824 3.612
C -3.780 -3.551 2.413
C -2.629 -3.752 1.654
O -0.233 -4.404 0.355
O 2.466 -3.868 0.068
C 4.628 -2.270 0.791
C 5.726 -1.516 1.196
H 6.484 -0.095 2.658
H 4.334 -0.034 3.935
H 2.394 -1.398 3.184
H 0.784 -1.633 1.854
H -0.360 -2.127 3.579
H -2.396 -1.775 4.972
H -4.603 -2.679 4.224
H -4.731 -3.970 2.083
H -2.679 -4.374 0.757
H 4.734 -2.964 -0.043
H 6.661 -1.577 0.643
C -5.061 -0.426 -0.706
C -3.606 -0.709 -0.893
C -3.187 -1.998 -1.240
C -1.847 -2.285 -1.363
C -0.856 -1.278 -1.148
C 0.506 -1.684 -1.153
C 1.615 -0.770 -1.187
C 2.733 -1.058 -2.019
C 3.886 -0.298 -1.932
C 3.963 0.763 -1.014
C 2.874 1.058 -0.190
C 1.701 0.316 -0.288
C -1.311 0.059 -0.967
C -2.665 0.318 -0.806
H -5.217 0.490 -0.128
H -5.534 -0.292 -1.688
H -5.569 -1.258 -0.206
H -3.941 -2.774 -1.410
H -1.526 -3.280 -1.675
H 0.691 -2.711 -1.478
H 2.656 -1.890 -2.724
H 4.749 -0.540 -2.560
H 4.892 1.328 -0.912
H 2.935 1.861 0.550
H 0.847 0.545 0.352
H -0.593 0.876 -1.010
H -3.003 1.348 -0.636
```

2.
DFT (the ωB97M-V functional and the def2-TZVPD basis) results for an isolated ion of composition C10H16NS2 and charge +1 in a non-equilibrium geometry.

SMILES: CC1=CC(C)=[NH+][C@H]1C1SCCCS1
Frontier orbital gap in hartree: 0.257
Multiplicity: 1
Relative energy (zero: lowest compared OMol25 entry of this formula, charge and spin) in kJ/mol: 0.0
Net charge: +1
Electronic energy in eV: -33783.240
HOMO energy in eV: -11.7

The geometry in XYZ format:
```
29
C10H16NS2 the ωB97M-V functional and the def2-TZVPD basis
C -2.432 -0.720 1.875
C -1.035 -0.426 1.516
C 0.031 -1.117 2.038
C 1.210 -0.370 1.849
C 2.603 -0.784 2.255
N 0.940 0.756 1.148
C -0.511 0.994 1.024
C -1.082 1.571 -0.227
S -0.562 3.408 -0.322
C -1.246 4.024 -1.855
C -0.898 3.257 -3.126
C -1.431 1.833 -2.972
S -0.713 0.758 -1.767
H -2.461 -1.804 2.034
H -2.684 -0.276 2.856
H -3.200 -0.437 1.143
H -0.040 -2.019 2.665
H 2.604 -1.890 2.334
H 3.321 -0.468 1.476
H 2.922 -0.386 3.245
H 1.556 1.575 1.086
H -0.811 1.810 1.736
H -2.159 1.507 0.069
H -0.758 5.006 -1.913
H -2.337 4.156 -1.838
H -1.413 3.738 -3.976
H 0.176 3.281 -3.344
H -2.526 1.909 -2.941
H -1.118 1.272 -3.860
```

3.
DFT (the ωB97M-V functional and the def2-TZVPD basis) results for an isolated ion of composition CH6NOS and charge +1 in a non-equilibrium geometry.

SMILES: [NH3+]CSO
Frontier orbital gap in hartree: 0.373
Multiplicity: 1
Relative energy (zero: lowest compared OMol25 entry of this formula, charge and spin) in kJ/mol: 120.7
Net charge: +1
Electronic energy in eV: -15498.651
HOMO energy in eV: -14.2

The geometry in XYZ format:
```
10
CH6NOS the ωB97M-V functional and the def2-TZVPD basis
N -0.378 1.098 0.400
C -0.708 -0.253 -0.499
S 0.164 -1.638 0.228
O 1.685 -1.102 0.178
H -1.075 1.208 1.261
H -0.158 1.968 -0.178
H 0.531 0.818 0.831
H -0.505 0.227 -1.499
H -1.740 -0.719 -0.220
H 2.183 -1.607 -0.501
```